No. 1
The following is a DFT calculation (ωB97M-V/def2-TZVPD) of a single C6H6O molecule.

Calculated values
**Charge**: 0
**Frontier orbital gap**: 9.502 eV

CARTESIAN COORDINATES (ANGSTROEM)
C1 -0.78311 -1.91062 1.58564
C2 -0.45158 -0.95891 0.92521
C3 -0.07068 0.18695 0.10313
C4 1.43510 0.52022 0.18139
C5 -0.93837 1.46954 0.35180
O1 -1.38209 1.45722 -0.89804
C6 -0.70575 0.24557 -1.30836
H1 -1.08299 -2.74978 2.17569
H2 1.76028 1.06944 -0.71158
H3 2.03648 -0.39265 0.25832
H4 1.65000 1.14617 1.05684
H5 -1.43433 -0.52113 -1.57159
H6 -0.03298 0.43797 -2.14847

No. 2
The following is a DFT calculation (ωB97M-V/def2-TZVPD) of a molecular structure, C15H25NO3 in a non-equilibrium geometry.

Calculated values
**Charge**: 0
**Frontier orbital gap**: 9.545 eV

CARTESIAN COORDINATES (ANGSTROEM)
C1 -4.77994 -1.18383 2.00746
H1 -5.70402 -1.04888 1.59387
H2 -4.39648 -2.13019 1.72160
H3 -4.71208 -1.02307 2.96417
C2 -3.88665 -0.40552 1.01461
N1 -4.15066 -0.43034 -0.22070
C3 -3.93637 0.77110 -0.82196
C4 -5.06658 1.85838 -1.01284
H4 -5.26456 2.19077 0.03724
H5 -4.83838 2.66978 -1.51782
H6 -5.99918 1.52649 -1.21722
H7 -3.04201 1.50500 -0.73114
H8 -3.66408 0.46938 -2.15369
C5 -3.35199 -1.38648 -0.79729
C6 -1.93483 -1.32375 -0.92675
C7 -0.82332 -1.08522 -0.62575
C8 0.70839 -0.92615 -0.58439
C9 1.45722 -2.09357 -0.70915
H9 1.37306 -2.39801 -1.81027
H10 1.21461 -2.68310 0.12872
H11 2.50763 -1.81470 -0.83226
O1 0.86193 -0.10224 0.80117
C10 0.33141 1.11774 0.96471
O2 0.66168 2.12173 0.27223
C11 2.01647 2.75848 0.12256
C12 3.18599 1.71631 -0.01953
C13 3.98766 0.76794 -0.36497
C14 5.07423 0.16611 -0.70618
H12 5.07640 -0.11700 -1.64785
O3 4.80834 -1.34624 -0.14953
C15 4.62728 -1.29499 1.12476
H13 5.46889 -1.04738 1.57314
H14 4.52683 -2.42512 1.41293
H15 3.70800 -0.98662 1.49221
H16 5.94682 0.31200 -0.23324
H17 2.15053 3.03441 1.47387
H18 2.11160 3.51652 -0.39474
H19 -0.75109 0.93625 1.01866
H20 0.52923 1.26054 1.98562
H21 0.83403 0.09179 -1.32272
H22 -3.61545 -1.68477 -1.71238
H23 -3.78829 -2.30017 -0.03673
H24 -4.25882 0.75044 1.49026
H25 -2.91195 -0.55164 1.48237

No. 3
The following is a DFT calculation (ωB97M-V/def2-TZVPD) of 4 unconnected molecules or ions with the total composition C25H21BrClN2O7P in a non-equilibrium geometry.

Calculated values
**Charge**: 0
**SMILES string**: CC[C@H](Cl)[C@H](C#N)[C@H](C#N)P(O)Br.O=C1C=CC(=O)C=C1.O=C1C=CC(=O)C=C1.O=C1C=CC(=O)C=C1
**Frontier orbital gap**: 7.358 eV

CARTESIAN COORDINATES (ANGSTROEM)
C1 6.53858 -3.33738 1.14950
C2 6.07399 -1.88439 0.81351
C3 4.83178 -1.76600 -0.13143
Cl1 3.71496 -0.49838 0.58629
C4 4.09407 -3.09616 -0.44322
C5 3.32182 -2.82933 -1.76281
N1 2.88839 -2.65923 -2.78380
C6 2.99134 -3.46671 0.65606
C7 3.10231 -4.95879 0.95062
N2 3.20888 -6.07585 0.93340
P1 1.21056 -3.21775 -0.05612
O1 0.58280 -1.84765 0.63954
Br1 -0.00415 -4.92393 0.85095
H1 7.30331 -3.29335 1.95547
H2 5.72114 -4.01336 1.46547
H3 7.08831 -3.73386 0.26542
H4 5.94821 -1.29940 1.74792
H5 6.92359 -1.39254 0.28695
H6 5.16890 -1.32159 -1.08907
H7 4.74761 -3.95444 -0.67955
H8 3.14573 -2.91766 1.60440
H9 1.28442 -1.32995 1.07926
O2 -4.31705 2.23825 2.79155
C8 -3.19129 1.79649 2.68215
C9 -2.74014 0.63607 3.48671
C10 -1.50607 0.15248 3.36688
C11 -0.53493 0.75327 2.42354
O3 0.59125 0.30996 2.31153
C12 -0.98544 1.91128 1.62002
C13 -2.21856 2.39526 1.73963
H10 -3.46497 0.21025 4.16931
H11 -1.15728 -0.69377 3.94534
H12 -0.26418 2.33676 0.93747
H13 -2.56462 3.24092 1.15907
O4 0.93374 4.74894 -5.38954
C14 0.57714 4.61128 -4.23910
C15 0.67213 3.29977 -3.55489
C16 0.27829 3.15018 -2.29239
C17 -0.26982 4.28760 -1.51760
O5 -0.62759 4.15012 -0.36339
C18 -0.36530 5.59814 -2.20007
C19 0.02834 5.74877 -3.46255
H14 1.07553 2.48015 -4.13598
H15 0.33946 2.19963 -1.77684
H16 -0.76902 6.41708 -1.61816
H17 -0.03298 6.69880 -3.97798
O6 -4.76828 0.84684 -2.44859
C20 -5.23209 0.27282 -1.48455
C21 -5.52535 -1.17967 -1.52135
C22 -6.03558 -1.80811 -0.46434
C23 -6.33049 -1.08269 0.79449
O7 -6.79302 -1.65664 1.75846
C24 -6.03737 0.36948 0.83053
C25 -5.52718 0.99730 -0.22664
H18 -5.30283 -1.69340 -2.44810
H19 -6.25658 -2.86798 -0.47272
H20 -6.25846 0.88474 1.75662
H21 -5.30600 2.05734 -0.21728

No. 4
The following is a DFT calculation (ωB97M-V/def2-TZVPD) of a single C15H16F3NO molecule in a non-equilibrium geometry.

Calculated values
**Charge**: 0
**SMILES string**: O[C@@H]1/C(=C/c2ccccc2C(F)(F)F)N2CCC1CC2
**Frontier orbital gap**: 9.273 eV

CARTESIAN COORDINATES (ANGSTROEM)
O1 -1.99714 1.60093 1.51949
C1 -1.69894 1.71200 0.17530
C2 -0.79826 0.51739 -0.10327
C3 -1.21290 -0.79887 0.09806
C4 -0.41249 -2.03867 -0.00349
C5 0.00744 -2.22477 -1.32170
C6 1.01531 -3.10638 -1.54299
C7 1.54424 -3.81993 -0.53182
C8 1.10162 -3.59700 0.77426
C9 0.03835 -2.73578 1.10696
C10 -0.13998 -2.30943 2.60584
F1 0.76150 -1.36657 2.91463
F2 -1.43421 -1.94338 2.88919
F3 0.08859 -3.33302 3.37491
N1 0.45587 0.81740 -0.67447
C11 1.19697 1.55469 0.28197
C12 0.45575 2.88957 0.66662
C13 -0.84703 2.97696 -0.17027
C14 -0.40645 2.85103 -1.69314
C15 0.30496 1.53021 -1.94021
H1 -1.26734 1.04361 1.83449
H2 -2.56522 1.68049 -0.54921
H3 -2.18717 -0.90768 0.55945
H4 -0.47770 -1.69822 -2.10642
H5 1.40722 -3.21590 -2.51595
H6 2.28637 -4.56905 -0.77817
H7 1.50759 -4.17205 1.58628
H8 1.39180 0.94356 1.11130
H9 2.10826 1.86273 -0.09715
H10 0.99651 3.81627 0.35311
H11 0.32700 2.92965 1.72283
H12 -1.35150 3.90224 0.05251
H13 0.27570 3.63055 -2.00749
H14 -1.30399 2.92527 -2.38146
H15 1.26140 1.64375 -2.57041
H16 -0.43212 1.00839 -2.63961